This record from OMol25 describes C20H21N3O3STi as an isolated structure in a non-equilibrium geometry. The level of theory is the ωB97M-V functional and the def2-TZVPD basis.

Geometry as XYZ:
```
49
Properties=species:S:1:pos:R:3:lowdin_charge:R:1
Ti 1.6652 0.5429 -0.6525 1.0086
S -0.6835 -2.9821 0.7035 0.6433
O -1.7785 -2.5705 1.5218 -0.2982
O 2.4422 -0.9992 0.9630 -0.1364
O -0.9141 -3.6829 -0.5382 -0.3011
N -0.7506 0.3430 -1.0073 0.0062
N 0.5532 1.1635 1.2804 0.0243
N 0.3937 -1.7481 0.4895 -0.0614
C -1.5422 1.3329 2.4700 0.0233
C 1.2072 1.3097 2.4536 -0.0544
C 2.6336 -4.9940 3.0796 -0.0728
C 0.3808 -5.1811 2.2025 -0.0305
C -2.6523 0.2674 -2.4711 -0.0238
C -3.4565 0.8043 -1.4622 -0.0423
C -1.5036 0.8274 0.0036 -0.2063
C 1.6613 -3.1857 1.8299 -0.1311
C -0.8632 1.5378 3.6586 -0.0593
C -0.8188 1.1245 1.2811 -0.1970
C 3.7648 0.6204 -0.2769 -0.2060
C 1.5612 -1.9125 1.0979 -0.4792
C 0.5352 1.4964 3.6689 -0.0193
C -1.3066 0.0211 -2.1808 -0.0995
C 0.4930 -3.8982 1.6775 -0.2089
C 1.7002 -0.9773 -2.0913 -0.2103
C -2.8852 1.0638 -0.2098 0.0180
C 2.7437 -3.7125 2.5420 0.0028
C 1.0291 2.1422 -1.7223 -0.2041
C 1.4605 -5.7384 2.9062 -0.0643
H 2.6756 -1.4879 -2.0995 0.0144
H -2.6339 1.3254 2.4044 0.1165
H 1.9769 2.6029 -1.8170 -0.0179
H 2.2979 1.2642 2.4052 0.1155
H -4.5085 1.0303 -1.6487 0.1127
H -0.6130 -0.3739 -2.9231 0.1068
H 1.3915 -6.7505 3.3135 0.1073
H 3.4620 -5.4403 3.6275 0.1044
H -3.0127 0.0505 -3.4797 0.1144
H 0.3532 2.5897 -0.9721 0.0158
H 3.7143 0.8354 0.8024 -0.0144
H 3.6491 -3.1253 2.6551 0.1191
H 1.5711 -0.6079 -3.1173 0.0060
H 1.1191 1.6166 4.5804 0.1159
H 0.9762 -1.7986 -1.9940 0.0050
H 4.3534 -0.2825 -0.5073 0.0216
H -1.4168 1.7105 4.5810 0.1111
H 3.8550 1.5540 -0.8933 -0.0007
H -3.4614 1.4814 0.6142 0.1033
H 0.4501 1.7186 -2.5483 0.0072
H -0.5319 -5.7357 2.0503 0.1153
```

Values from the calculation:
expectation value of S² = 2.04
HOMO-LUMO gap (spin up / spin down) = 6.0 / 3.8 eV
2S+1 = 3

This record from OMol25 describes a 2-piece molecular cluster, C4H9N overall in a non-equilibrium geometry. The level of theory is the ωB97M-V functional and the def2-TZVPD basis.

Geometry as XYZ:
```
14
Properties=species:S:1:pos:R:3:lowdin_charge:R:1
N -0.2273 -0.1939 -1.8596 0.0172
C 0.7759 2.5006 2.2742 -0.1136
C 0.2247 1.3504 1.9403 -0.1219
C -0.0683 -1.6436 -1.9807 -0.2074
C -0.8637 -2.5337 -1.2552 -0.0327
H -0.0074 0.4070 2.4830 0.0609
H -1.8674 -2.0780 -0.9776 0.0561
H 0.5611 0.3961 -1.6951 0.0617
H -0.5586 -3.3752 -0.6925 0.0144
H 1.4015 3.0166 1.5521 0.0421
H -0.9328 0.1724 -1.3520 0.0053
H 0.8802 2.6841 3.4685 0.0997
H 0.0257 1.1694 0.8394 0.0375
H 0.6564 -1.8721 -2.7447 0.0807
```

Values from the calculation:
HOMO-LUMO gap = 9.0 eV

This record from OMol25 describes an isolated molecule of C5H9NO in a non-equilibrium geometry. The level of theory is the ωB97M-V functional and the def2-TZVPD basis.

Geometry as XYZ:
```
16
Properties=species:S:1:pos:R:3:lowdin_charge:R:1
O 1.0856 0.5997 -1.0305 -0.0648
N -0.4751 1.9507 0.2802 0.2874
C 0.0340 0.9523 -0.2512 -0.6385
C -0.5857 -0.8627 1.3583 -0.0364
C -0.8680 -0.0496 0.1367 -0.2410
C -1.8488 -0.5466 -0.8835 -0.0295
C 2.3485 0.6534 -0.4032 -0.0796
H -0.4136 -1.9135 1.0717 0.0964
H -1.4010 -0.5071 -1.8867 0.0915
H 3.0059 1.1821 -1.0876 0.0846
H -2.1538 -1.5824 -0.6840 0.0854
H -2.7317 0.0911 -0.8811 0.0904
H -1.4491 -0.8484 2.0243 0.0865
H 2.7286 -0.3624 -0.2275 0.0898
H 0.2986 -0.5028 1.8911 0.0851
H 2.2846 1.1908 0.5483 0.0928
```

Values from the calculation:
HOMO-LUMO gap (spin up / spin down) = 9.0 / 9.0 eV

E readings, ordered: -2412.16094; -212.42019; -325.78177 Ha
Relative energy (zero: lowest compared OMol25 entry of this formula, charge and spin) readings, ordered: 4.278; 3.564; 4.239 eV